Record 1
The following is a DFT calculation (ωB97M-V/def2-TZVPD) of C36H45BiN2O6SSe as an isolated structure.

Cartesian coordinates (Å):
Bi 0.121 -2.528 -2.045
C -2.907 4.808 -3.088
C -2.081 4.478 -1.837
C -0.738 5.199 -1.951
C -2.806 5.024 -0.599
C -1.912 2.966 -1.713
C -0.681 2.334 -1.734
C -0.580 0.957 -1.605
Se 1.168 0.176 -1.582
C 1.376 0.104 0.329
C 1.535 1.299 1.010
C 1.656 1.324 2.390
C 1.587 0.092 3.046
C 1.401 -1.124 2.408
C 1.349 -1.151 0.979
O 1.299 -2.255 0.302
C 1.344 -2.419 3.231
C 0.845 -2.165 4.663
C 0.396 -3.473 2.635
C 2.759 -3.013 3.301
C 1.827 2.610 3.195
C 0.655 2.767 4.175
C 3.140 2.560 3.987
C 1.857 3.846 2.296
C -1.708 0.124 -1.465
O -1.609 -1.166 -1.325
C -2.986 0.769 -1.472
C -3.038 2.146 -1.584
C -4.257 -0.075 -1.356
C -4.271 -0.816 -0.009
C -5.526 0.783 -1.417
C -4.330 -1.083 -2.512
H -3.044 5.890 -3.186
H -3.893 4.343 -3.044
H -2.407 4.437 -3.984
H -0.903 6.278 -2.020
H -0.190 4.885 -2.840
H -0.108 5.010 -1.080
H -2.939 6.108 -0.677
H -2.234 4.808 0.305
H -3.792 4.570 -0.484
H 0.233 2.901 -1.848
H 1.558 2.215 0.434
H 1.674 0.094 4.124
H -0.109 -1.635 4.654
H 1.550 -1.589 5.263
H 0.702 -3.122 5.170
H -0.601 -3.056 2.473
H 0.310 -4.306 3.339
H 0.748 -3.844 1.679
H 3.447 -2.316 3.785
H 3.137 -3.215 2.298
H 2.758 -3.951 3.866
H 0.607 1.930 4.873
H -0.291 2.801 3.632
H 0.757 3.689 4.756
H 3.142 1.731 4.695
H 3.290 3.487 4.549
H 3.987 2.422 3.312
H 0.929 3.948 1.730
H 2.684 3.805 1.585
H 1.981 4.744 2.908
H -4.010 2.622 -1.586
H -4.288 -0.099 0.817
H -3.391 -1.444 0.093
H -5.166 -1.442 0.064
H -5.575 1.503 -0.596
H -6.398 0.129 -1.337
H -5.603 1.326 -2.361
H -3.497 -1.779 -2.485
H -4.312 -0.568 -3.474
H -5.262 -1.653 -2.446
O -1.344 -1.190 -5.756
C -1.034 -1.815 -4.765
O -0.171 -1.398 -3.878
C -1.665 -3.224 -4.471
O -2.493 -3.688 -5.232
O -1.220 -3.785 -3.396
S 2.495 -3.307 -3.244
C 3.794 -3.352 -1.929
N 3.353 -3.791 -0.611
C 3.448 -5.085 -0.225
C 4.271 -5.975 -0.821
C 5.082 -5.480 -1.910
C 4.915 -4.248 -2.403
H 2.614 -3.216 -0.183
H 2.844 -5.338 0.640
H 4.351 -6.987 -0.458
H 5.845 -6.118 -2.342
H 5.503 -3.871 -3.229
N 4.729 -0.908 -1.635
C 4.320 -1.976 -1.762

Computed properties:
frontier orbital gap = 6.409 eV
E_LUMO = 0.144 Eh
total charge = -2
total energy = -135353.7092 eV
highest occupied orbital energy = -2.5 eV
F_max = 0.248 eV/Å


Record 2
The following is a DFT calculation (ωB97M-V/def2-TZVPD) of C36H45F3MoN11OS2Se as an isolated structure.

Cartesian coordinates (Å):
Mo 0.881 -1.636 -0.517
N 0.363 -6.150 -1.048
C 0.577 -4.816 -1.156
S -0.006 -3.825 0.146
N 1.222 -4.374 -2.178
N 1.362 -2.988 -2.179
C 1.868 -2.580 -3.296
C 2.007 -1.218 -3.735
C 2.763 -0.940 -4.883
C 2.848 0.342 -5.378
C 2.151 1.368 -4.733
C 1.379 1.114 -3.618
C 1.297 -0.188 -3.101
O 0.529 -0.424 -2.054
H -0.285 -6.493 -0.364
H 0.549 -6.718 -1.857
H 2.162 -3.365 -3.987
H 3.285 -1.751 -5.376
H 3.445 0.554 -6.254
H 2.221 2.380 -5.111
H 0.853 1.906 -3.101
F 3.424 3.097 0.479
C 4.182 2.142 1.041
F 5.425 2.630 1.149
F 3.722 1.948 2.290
C 4.157 0.866 0.240
C 5.323 0.301 -0.227
C 5.294 -0.913 -0.914
C 4.078 -1.524 -1.098
N 2.944 -0.961 -0.664
C 2.943 0.208 0.001
S 1.354 0.677 0.507
H 6.266 0.798 -0.044
H 6.199 -1.374 -1.280
H 3.982 -2.483 -1.588
C -4.848 -1.118 -2.322
C -4.807 0.372 -2.003
C -3.796 1.142 -2.851
C -2.342 0.803 -2.538
N -1.949 1.313 -1.223
C -1.766 0.601 -0.101
Se -1.703 -1.292 -0.029
N -1.595 1.448 0.926
C -1.454 1.058 2.329
C -2.774 0.600 2.937
C -3.796 1.721 3.106
C -3.392 2.771 4.138
C -1.612 2.754 0.446
C -1.414 3.978 1.073
C -1.468 5.102 0.273
C -1.705 5.012 -1.107
C -1.894 3.795 -1.730
C -1.843 2.664 -0.921
H -5.676 -1.606 -1.808
H -3.934 -1.635 -2.030
H -4.991 -1.278 -3.395
H -4.587 0.530 -0.941
H -5.796 0.803 -2.169
H -3.950 2.217 -2.735
H -3.969 0.920 -3.909
H -1.659 1.239 -3.266
H -2.163 -0.269 -2.525
H -1.064 1.930 2.852
H -0.689 0.285 2.373
H -2.553 0.154 3.912
H -3.184 -0.198 2.315
H -4.750 1.278 3.396
H -3.972 2.201 2.137
H -3.002 2.300 5.044
H -4.244 3.384 4.429
H -2.627 3.452 3.763
H -1.202 4.057 2.130
H -1.315 6.075 0.718
H -1.736 5.919 -1.695
H -2.061 3.727 -2.796
C -1.510 -1.224 -5.633
C -1.499 -2.011 -4.405
N -1.491 -2.605 -3.423
H -1.494 -1.884 -6.499
H -0.634 -0.575 -5.660
H -2.412 -0.615 -5.671
C 0.421 -0.228 5.403
C 1.582 -1.093 5.880
C 2.906 -0.343 5.770
C 1.622 -2.438 5.154
N 1.836 -2.292 3.713
C 0.964 -2.162 2.717
N 1.650 -2.027 1.605
N 2.954 -2.081 1.939
N 3.072 -2.245 3.198
H 0.336 0.669 6.017
H -0.534 -0.757 5.452
H 0.588 0.105 4.375
H 1.414 -1.354 6.930
H 3.079 0.005 4.749
H 3.752 -0.967 6.057
H 2.896 0.533 6.418
H 0.690 -2.989 5.276
H 2.441 -3.058 5.513
H -0.109 -2.186 2.806

Computed properties:
frontier orbital gap (alpha / beta) = 7.108 / 7.453 eV
2S+1 = 3
E_LUMO (alpha / beta) = -0.093 / -0.106 Eh
total charge = +1
total energy = -153524.7247 eV
highest occupied orbital energy (alpha / beta) = -9.6 / -10.3 eV
F_max = 0.481 eV/Å


Record 3
The following is a DFT calculation (ωB97M-V/def2-TZVPD) of C36H45IrNO4PSb as an isolated structure at a distorted geometry.

Cartesian coordinates (Å):
Ir -0.061 0.359 0.162
N 1.069 1.246 4.330
C 0.935 1.091 3.006
O -0.170 0.952 2.475
C 2.148 1.122 2.148
C 1.964 0.247 0.910
H 0.251 1.256 4.917
H 1.968 1.371 4.757
H 3.033 0.838 2.718
H 2.274 2.169 1.847
H 2.131 -0.807 1.142
H 2.680 0.553 0.150
C 0.242 6.464 1.696
C 0.684 6.429 0.374
C 0.731 5.226 -0.311
C 0.357 4.049 0.336
C -0.076 4.084 1.656
C -0.140 5.296 2.333
P 0.320 2.517 -0.641
C 1.934 2.445 -1.477
C 3.054 3.067 -0.930
C 4.322 2.816 -1.448
C 4.480 1.954 -2.522
C 3.366 1.338 -3.080
C 2.106 1.562 -2.546
C -0.966 2.948 -1.846
C -0.761 3.024 -3.216
C -1.820 3.348 -4.054
C -3.078 3.594 -3.528
C -3.280 3.529 -2.153
C -2.228 3.203 -1.316
H 0.195 7.409 2.223
H 0.985 7.342 -0.124
H 1.055 5.200 -1.346
H -0.365 3.163 2.153
H -0.495 5.329 3.356
H 2.954 3.749 -0.095
H 5.186 3.294 -1.000
H 5.470 1.746 -2.912
H 3.476 0.674 -3.931
H 1.250 1.037 -2.957
H 0.220 2.844 -3.638
H -1.658 3.415 -5.124
H -3.904 3.836 -4.183
H -4.260 3.736 -1.739
H -2.381 3.152 -0.243
C 1.390 -1.674 -1.940
O 0.118 -1.217 -2.423
C -0.580 -0.322 -1.709
O -1.631 0.063 -2.126
H 2.120 -1.544 -2.734
H 1.309 -2.734 -1.695
H 1.695 -1.110 -1.064
C -4.323 1.527 0.777
Sb -2.765 0.058 0.857
C -3.764 -1.305 -0.447
C -3.196 -0.813 2.759
H -5.235 1.076 1.175
H -4.471 1.794 -0.269
H -4.069 2.417 1.356
H -4.657 -1.695 0.050
H -3.102 -2.121 -0.731
H -4.046 -0.747 -1.340
H -4.052 -1.480 2.649
H -3.433 -0.021 3.474
H -2.328 -1.372 3.114
C 0.411 -8.440 0.048
C 0.399 -6.961 0.311
C -0.772 -6.297 0.650
C -0.806 -4.929 0.881
C -2.110 -4.334 1.350
C 0.391 -4.192 0.753
C 0.483 -2.749 0.896
O -0.401 -1.917 0.737
C 1.610 -4.864 0.464
C 2.939 -4.143 0.363
C 1.582 -6.223 0.233
H -0.581 -8.873 0.166
H 1.095 -8.945 0.733
H 0.760 -8.645 -0.966
H -1.694 -6.866 0.747
H -2.357 -4.747 2.332
H -2.922 -4.610 0.676
H -2.074 -3.257 1.425
H 1.488 -2.375 1.125
H 2.940 -3.386 -0.423
H 3.729 -4.857 0.139
H 3.203 -3.651 1.303
H 2.510 -6.735 -0.010

Computed properties:
frontier orbital gap = 7.167 eV
E_LUMO = -0.103 Eh
total charge = +1
total energy = -66403.3929 eV
highest occupied orbital energy = -10.0 eV
F_max = 2.737 eV/Å


- Which of these has the lowest total charge?
  C36H45BiN2O6SSe